The following is a quantum chemistry calculation of a cluster of 2 separate species, CH5BrSi in total, from the OMol25 dataset.

Output
E_LUMO (alpha / beta) = -0.020 / -0.019 Eh
highest occupied orbital energy (alpha / beta) = -8.7 / -8.0 eV
orbital gap (alpha / beta) = 8.12 / 7.47 eV
molecular weight = 125.0 g mol⁻¹
energy above the lowest of the compared OMol25 structures with the same formula, charge and spin = 3.658 eV

Cartesian coordinates (Å):
Br: 2.78 0.06 -0.23
Si: 0.67 0.51 0.27
C: -0.60 -0.84 -0.14
H: -0.61 2.48 -0.92
H: -1.07 -0.74 -1.03
H: -1.31 -0.89 0.59
H: 0.43 1.37 1.43
H: -0.28 -1.96 0.02